[1]
Computed, not measured: a structure of composition C28H47CsN4O4Te at a distorted geometry, with ωB97M-V/def2-TZVPD.

Summary:
Molecular weight = 764.213 g/mol
HOMO level = -7.34 eV
LUMO level = 0.100 eV

```
85
C28H47CsN4O4Te ωB97M-V/def2-TZVPD
Cs -1.2038 1.7110 3.4635
C -0.4524 -2.4515 -1.3787
C -0.1983 -1.0987 -0.6994
C 0.4847 -0.1493 -1.7060
C -0.4143 0.8314 -2.4977
C 0.2024 1.0417 -3.8843
C -1.8395 0.3287 -2.7146
N -0.5314 2.1114 -1.7176
C 0.1933 3.2916 -2.2119
C 1.6819 3.3125 -1.8941
N 2.0000 3.1394 -0.4858
C 1.3318 4.1077 0.3665
C 0.4092 3.4727 1.3887
O -0.2864 2.4090 0.9854
O 0.2987 3.8817 2.5217
C 3.4617 3.1181 -0.1930
C 4.2619 2.3444 -1.2279
C 3.7394 2.6794 1.2575
C 3.9275 1.1955 1.6481
C 3.7109 1.1215 3.1674
C 5.3528 0.7131 1.3450
N 2.9789 0.3701 0.9061
C 2.9202 -1.0391 1.2705
C 1.9577 -1.7369 0.3311
N 0.6012 -1.2174 0.5285
C -0.0842 -1.9185 1.6214
C -0.8851 -0.9704 2.5181
O -1.9247 -0.4457 2.0257
O -0.4113 -0.7154 3.6523
H -1.0868 -2.3427 -2.2600
H -0.9397 -3.1843 -0.7300
H 0.4948 -2.8849 -1.7110
H -1.1482 -0.6733 -0.3695
H 1.0316 -0.7610 -2.4323
H 1.2385 0.4559 -1.1962
H 0.1747 0.0901 -4.4178
H 1.2479 1.3563 -3.8468
H -0.3627 1.7632 -4.4802
H -1.8438 -0.6291 -3.2364
H -2.3858 1.0387 -3.3442
H -2.3940 0.2016 -1.7845
H -1.5134 2.3621 -1.6884
H -0.1937 2.2280 -0.0055
H -0.2974 4.1593 -1.7663
H 0.0894 3.4265 -3.2915
H 2.0757 4.2616 -2.3049
H 2.1748 2.5159 -2.4467
H 0.7111 4.7985 -0.2121
H 2.0325 4.7346 0.9168
H 3.8062 4.1663 -0.2519
H 3.9087 1.3156 -1.3174
H 5.3067 2.3126 -0.9149
H 4.2383 2.8305 -2.2034
H 2.9503 3.0893 1.8930
H 4.6411 3.2032 1.5901
H 4.3712 1.8140 3.6979
H 3.9100 0.1211 3.5543
H 2.6777 1.3773 3.4212
H 6.0834 1.4806 1.6119
H 5.4775 0.4623 0.2912
H 5.5972 -0.1765 1.9297
H 2.0336 0.7391 0.9786
H 2.5983 -1.2122 2.3078
H 3.9146 -1.4846 1.1698
H 2.0010 -2.8270 0.4657
H 2.2785 -1.5296 -0.6909
H 0.6644 -2.4190 2.2311
H -0.7561 -2.6916 1.2326
C -6.1587 -1.9272 -0.4739
Te -4.6583 -0.7335 0.4490
C -3.8492 -2.5813 1.1056
C -4.9717 -3.5843 0.9856
C -4.9026 -4.8253 1.6169
C -5.9334 -5.7433 1.4885
C -7.0496 -5.4289 0.7238
C -7.1272 -4.1971 0.0921
C -6.0945 -3.2701 0.2172
H -5.9435 -2.0221 -1.5386
H -7.1329 -1.4551 -0.3522
H -3.4883 -2.4639 2.1198
H -3.0150 -2.8417 0.4587
H -4.0334 -5.0664 2.2199
H -5.8699 -6.7015 1.9898
H -7.8624 -6.1382 0.6235
H -8.0003 -3.9467 -0.5013
```

[2]
Computed, not measured: a structure of composition C28H47NO2P2Tb at a distorted geometry, with ωB97M-V/def2-TZVPD.

Summary:
Molecular weight = 650.562 g/mol
HOMO level (spin up / spin down) = -9.44 / -9.46 eV
LUMO level (spin up / spin down) = -6.434 / -4.268 eV
Net charge = +1
Multiplicity = 7
<S²> = 12.9566

```
81
C28H47NO2P2Tb ωB97M-V/def2-TZVPD
Tb -1.6005 -1.0168 0.8653
C 0.3096 -0.0119 2.1955
C -0.7973 0.9224 2.1825
C -1.3669 -0.8937 3.5300
C -0.0089 -1.0640 3.1196
C -1.8331 0.3724 3.0322
C 1.6465 0.1552 1.5719
H 1.7642 -0.4366 0.6513
H 2.4600 -0.2338 2.1978
H 1.8727 1.2084 1.3516
C 1.0110 -1.8526 3.8672
H 2.0045 -1.3790 3.8282
H 1.1348 -2.8741 3.4824
H 0.7212 -1.9106 4.9310
C -2.0213 -1.6995 4.6014
H -1.2835 -2.0567 5.3361
H -2.5868 -2.5500 4.1900
H -2.7390 -1.0874 5.1581
C -2.8792 1.1850 3.7116
H -2.5886 1.4043 4.7589
H -3.8527 0.6748 3.7150
H -3.0059 2.1679 3.2483
C -0.8149 2.3233 1.6774
H -1.2634 3.0124 2.4119
H -1.3669 2.4197 0.7311
H 0.1978 2.6822 1.4659
C 2.9830 1.5607 -1.3178
C 3.1750 2.7946 -0.7973
C 2.2550 3.9658 -1.0087
C 1.7835 4.1392 -2.4927
C 0.3933 3.7101 -2.7780
C -0.2072 2.6567 -2.2301
C 0.4306 1.6702 -1.3058
C 1.7054 0.9419 -1.7808
H 2.8375 4.8524 -0.7097
H 2.5104 3.6165 -3.1324
H 1.3931 3.9419 -0.3147
H 1.7024 0.8329 -2.8762
H 3.8580 0.9139 -1.4114
H 4.0927 3.0003 -0.2291
H 1.7419 -0.1042 -1.4166
H 0.6552 2.1219 -0.3414
H -1.2628 2.4711 -2.4225
H -0.3079 0.8717 -1.1097
H 1.8699 5.2066 -2.7493
H -0.1188 4.2834 -3.5476
P -1.7534 -0.6743 -2.5902
P -3.8713 -1.4981 -0.5668
C -3.1805 -1.6736 -3.3103
C -3.9711 -2.3735 -2.2134
H -2.7440 -2.3936 -4.0210
H -3.8225 -1.0008 -3.9064
H -5.0322 -2.4668 -2.4906
H -3.6012 -3.3972 -2.0578
C -5.3332 -2.2984 0.1619
H -5.5928 -1.7883 1.0910
H -5.1020 -3.3413 0.3931
H -6.1673 -2.2466 -0.5492
C -4.6018 0.1185 -1.0312
H -5.3909 -0.0196 -1.7793
H -3.8640 0.8249 -1.4256
H -5.0234 0.5652 -0.1240
C -0.4302 -1.9330 -2.8294
H 0.3956 -1.7181 -2.1395
H -0.0413 -1.8773 -3.8588
H -0.8346 -2.9287 -2.6057
C -1.4892 0.2183 -4.2307
H -2.2843 -0.0371 -4.9502
H -0.5541 -0.1025 -4.7145
H -1.4728 1.3100 -4.1140
O 4.9292 -1.6335 3.4191
C 5.0731 -1.6761 2.1946
C 6.2146 -2.4585 1.5232
C 5.9724 -2.2518 0.0424
C 4.6494 -1.4346 -0.0012
O 4.0740 -1.2108 -1.0761
N 4.2642 -1.0656 1.2574
H 7.1939 -2.0683 1.8240
H 6.1674 -3.5262 1.7720
H 6.7778 -1.6552 -0.4214
H 5.8426 -3.1963 -0.5119
```

[3]
Computed, not measured: a structure of composition C28H48BBaN6OS at a distorted geometry, with ωB97M-V/def2-TZVPD.

Summary:
Molecular weight = 664.940 g/mol
HOMO level = -11.01 eV
LUMO level = -2.038 eV
Net charge = +1

```
86
C28H48BBaN6OS ωB97M-V/def2-TZVPD
Ba -0.2702 0.1360 0.2240
C 2.0383 2.2330 4.9635
C 1.2603 1.1555 4.2775
C 0.6163 0.0799 4.8542
C 0.0355 -0.6235 3.7936
N 0.2986 -0.0096 2.6402
N 1.0656 1.0906 2.9434
B 1.8263 1.9661 1.8846
N 2.7190 1.0749 0.9648
N 2.2518 0.1636 0.0546
C 3.3091 -0.4256 -0.4833
C 4.4885 0.0894 0.0688
C 4.0733 1.0340 0.9861
C 4.9244 1.8810 1.8745
C 3.1367 -1.4866 -1.5385
C 1.6489 -1.7533 -1.7744
C 3.8106 -2.7817 -1.0752
C 3.7795 -1.0132 -2.8469
N 0.9181 2.9515 1.0690
N 0.0357 2.5899 0.0816
C -0.3803 3.7061 -0.5031
C 0.2151 4.8168 0.1056
C 1.0335 4.3008 1.0901
C 1.9192 5.0602 2.0234
C -1.3698 3.6877 -1.6386
C -0.8297 4.5328 -2.7952
C -1.5956 2.2538 -2.1247
C -2.7051 4.2673 -1.1558
C -0.8516 -1.8414 3.8997
C -2.2767 -1.3762 4.2352
C -0.8596 -2.6440 2.5964
C -0.3466 -2.7409 5.0297
H 1.9619 2.0942 6.0404
H 3.0937 2.2127 4.6906
H 1.6539 3.2233 4.7194
H 0.5891 -0.1574 5.9052
H 2.5636 2.6598 2.5129
H 5.5086 -0.1793 -0.1564
H 5.9714 1.6659 1.6702
H 4.7549 2.9447 1.7070
H 4.7349 1.6760 2.9288
H 1.1673 -2.1247 -0.8624
H 1.1364 -0.8504 -2.1251
H 1.5162 -2.5187 -2.5403
H 3.3703 -3.1402 -0.1415
H 3.6956 -3.5597 -1.8342
H 4.8782 -2.6284 -0.9063
H 3.3094 -0.0936 -3.2040
H 4.8439 -0.8145 -2.7084
H 3.6740 -1.7792 -3.6193
H 0.0832 5.8608 -0.1314
H 1.7666 6.1259 1.8639
H 1.7000 4.8362 3.0665
H 2.9722 4.8373 1.8519
H 0.1241 4.1408 -3.1558
H -1.5413 4.5292 -3.6245
H -0.6751 5.5689 -2.4888
H -0.6539 1.7823 -2.4240
H -2.0750 1.6419 -1.3517
H -2.2594 2.2473 -2.9911
H -2.5843 5.2985 -0.8195
H -3.4395 4.2568 -1.9660
H -3.1022 3.6878 -0.3166
H -2.6719 -0.7219 3.4525
H -2.9434 -2.2363 4.3571
H -2.2851 -0.8075 5.1666
H -1.2570 -2.0679 1.7553
H 0.1479 -2.9751 2.3330
H -1.4906 -3.5293 2.7079
H -0.4562 -2.2583 6.0017
H -0.9232 -3.6688 5.0530
H 0.7062 -2.9951 4.8916
O -2.3324 -0.7620 -0.1286
S -3.5783 -0.3887 0.6784
C -4.8809 0.0187 -0.4939
C -6.1489 -0.4524 0.2031
C -5.8604 -1.8819 0.6882
C -4.3897 -1.9458 1.1472
H -4.6463 -0.5620 -1.3905
H -4.8483 1.0838 -0.7181
H -7.0016 -0.4095 -0.4714
H -6.3751 0.2004 1.0498
H -6.0188 -2.5903 -0.1238
H -6.5298 -2.1616 1.4982
H -3.7986 -2.7068 0.6350
H -4.2697 -2.0738 2.2206
```

[4]
Computed, not measured: a structure of composition C28H48BrClI2O7S at a distorted geometry, with ωB97M-V/def2-TZVPD.

Summary:
Molecular weight = 897.917 g/mol
HOMO level = -8.62 eV
LUMO level = 0.077 eV

```
88
C28H48BrClI2O7S ωB97M-V/def2-TZVPD
C 1.9523 3.4741 3.8692
C 1.2054 3.3131 2.5465
C 1.9339 2.5542 1.4250
C 2.4915 1.0906 1.5612
C 3.9067 1.4441 2.1810
Br 4.9641 0.2633 3.3179
C 4.8832 2.0541 1.1485
C 5.6339 3.2303 1.7675
C 2.5593 0.4547 0.0794
C 3.7357 -0.4870 -0.1606
I 4.0608 -2.2368 0.9767
C 4.6445 -0.1826 -1.0953
C 4.7138 1.0549 -1.9463
I 6.2966 -1.3817 -1.5623
C 1.1619 0.0474 -0.6228
C 0.7263 1.2757 -1.4551
O -0.3374 0.9036 -2.3158
O -0.4596 2.0319 -3.2119
C 1.2992 -1.0843 -1.7171
C 1.6717 -2.5147 -1.2663
C 2.1535 -0.7265 -2.9555
C 1.3912 -0.9125 -4.2746
C 0.0157 -0.2947 0.4070
C -0.9547 -1.3984 -0.0436
C -1.9240 -1.8928 1.0340
C -2.8801 -2.9377 0.4408
C -4.1478 -3.1178 1.2837
C -5.3087 -2.2504 0.7870
C -6.2323 -2.9925 -0.1816
C -7.0411 -2.0744 -1.0913
O -8.4191 -2.3548 -0.9310
C -9.2514 -1.3974 -1.5325
C -0.8614 0.8743 0.9171
C -2.0741 1.2818 0.1149
O -3.0680 0.6916 -0.0680
Cl -2.0140 3.0023 -0.4065
O 0.6864 -0.9073 1.5620
S 1.4792 -0.0210 2.6278
O 0.5154 0.7384 3.3635
O 2.2921 -0.9465 3.3318
H 2.7881 4.1693 3.7591
H 2.3446 2.5423 4.2643
H 1.2864 3.9021 4.6151
H 0.2089 2.9435 2.7480
H 1.0488 4.3195 2.1473
H 2.7978 3.1819 1.2068
H 1.3396 2.6382 0.5283
H 3.6997 2.2419 2.8807
H 5.6130 1.2943 0.8845
H 4.3513 2.4016 0.2684
H 6.4380 3.5637 1.1148
H 6.0989 2.9183 2.7028
H 4.9648 4.0600 1.9954
H 2.8413 1.3464 -0.4709
H 5.4880 1.7234 -1.5678
H 5.0033 0.7911 -2.9602
H 3.7811 1.6080 -2.0114
H 1.5517 1.6647 -2.0514
H 0.3739 2.1114 -0.8634
H -1.3848 1.9435 -3.4770
H 0.3060 -1.2122 -2.1251
H 2.6874 -2.7856 -1.5308
H 1.5401 -2.6705 -0.2028
H 1.0119 -3.2341 -1.7561
H 2.5485 0.2842 -2.9587
H 3.0221 -1.3821 -3.0046
H 2.0925 -0.9527 -5.1064
H 0.7166 -0.0785 -4.4559
H 0.8080 -1.8328 -4.2609
H -1.4935 -1.0927 -0.9374
H -0.3902 -2.2821 -0.3031
H -1.3416 -2.3816 1.8127
H -2.5459 -1.1028 1.4416
H -2.3634 -3.8812 0.2623
H -3.1819 -2.5756 -0.5484
H -3.9269 -2.8396 2.3149
H -4.4618 -4.1611 1.2774
H -5.9000 -1.9282 1.6470
H -4.9447 -1.3355 0.3183
H -5.6456 -3.6919 -0.7801
H -6.9456 -3.5978 0.3770
H -6.7602 -2.2337 -2.1400
H -6.8435 -1.0214 -0.8652
H -8.9108 -0.3783 -1.3265
H -10.2520 -1.5107 -1.1226
H -9.3049 -1.5283 -2.6184
H -0.3155 1.7858 1.0774
H -1.2400 0.5874 1.8961
```

[5]
Computed, not measured: a structure of composition C28H48BrN2O8P at a distorted geometry, with ωB97M-V/def2-TZVPD.

Summary:
Molecular weight = 651.576 g/mol
HOMO level = -8.79 eV
LUMO level = -0.923 eV

```
88
C28H48BrN2O8P ωB97M-V/def2-TZVPD
C -0.9583 -4.2072 5.1768
O -1.4149 -3.2925 4.1169
C -0.3119 -2.4024 3.6598
C -0.2132 -2.6539 2.0097
C 0.8076 -3.9331 1.8198
C 0.7714 -4.5845 0.2939
C -0.1320 -3.6982 -0.7593
N -0.9702 -2.9638 -1.4142
P -0.1778 -6.2737 0.5012
O -1.2802 -6.2324 1.6327
C 2.2471 -4.9839 -0.2976
Br 1.8934 -6.4130 -1.7111
C 3.1319 -5.7473 0.8673
N 3.9883 -6.3276 1.6715
C 3.0373 -3.7841 -1.0821
C 3.0348 -2.3293 -0.3315
C 2.0917 -1.1202 -0.9999
C 2.0482 0.4127 -0.3558
C 2.9133 0.8397 0.9874
C 3.8477 -0.3715 1.6531
C 3.8975 -1.9021 0.9955
C 4.8991 -2.9747 1.7261
H -0.7047 -3.5974 6.1430
H 0.0095 -4.7832 4.7870
H -1.8110 -5.0043 5.3846
H -0.4921 -1.2726 3.9261
H 0.7209 -2.8204 4.0823
H -1.3142 -2.8521 1.6572
H 0.2592 -1.6721 1.5581
H 1.8940 -3.5251 2.0530
H 0.5993 -4.7482 2.6671
H 0.7214 -7.3761 0.8090
H -0.8766 -6.6507 -0.7305
H 4.1449 -4.1339 -1.2683
H 2.5249 -3.6219 -2.1413
H 1.4509 -1.3096 -1.9657
H 1.4055 1.2753 -0.8538
H 2.9157 1.9406 1.4471
H 4.5109 -0.1083 2.6030
H 4.2690 -3.7061 2.4253
H 5.6247 -2.3971 2.4753
H 5.5803 -3.5572 0.9659
C -4.5344 3.3884 0.8629
O -4.4040 2.0934 0.2967
C -3.0534 1.6378 0.2479
C -2.9416 0.1830 0.7174
O -3.1661 -0.0176 2.1187
C -4.5111 0.1539 2.5881
C -5.5122 -0.8771 2.0552
O -5.8309 -0.6081 0.6906
C -5.9727 -1.7837 -0.0913
H -4.2225 4.1434 0.1406
H -5.5876 3.5458 1.1151
H -3.9494 3.4815 1.7841
H -2.3905 2.2665 0.8616
H -2.7253 1.7072 -0.7967
H -1.9099 -0.1412 0.5391
H -3.5673 -0.4830 0.1246
H -4.8507 1.1753 2.4180
H -4.4542 0.0301 3.6759
H -6.4460 -0.8079 2.6252
H -5.0972 -1.8817 2.1783
H -5.1386 -2.4738 0.0754
H -5.9635 -1.4931 -1.1464
H -6.9188 -2.2736 0.1373
C 4.4379 6.1695 -2.9376
O 3.0515 6.1417 -2.6348
C 2.3374 7.2487 -3.1813
C 1.0264 6.7957 -3.8334
O 1.1829 6.0455 -5.0447
C 1.7154 4.7192 -4.9185
C 0.8131 3.7353 -4.1655
O 0.8378 4.0035 -2.7642
C -0.4271 3.8396 -2.1426
H 4.9411 6.9057 -2.3100
H 4.8521 5.1780 -2.7309
H 4.6105 6.3934 -3.9958
H 2.9398 7.7937 -3.9240
H 2.1123 7.9307 -2.3519
H 0.4731 7.6974 -4.1196
H 0.3855 6.2667 -3.1291
H 2.7223 4.7467 -4.5025
H 1.8216 4.3527 -5.9462
H 1.1881 2.7148 -4.3062
H -0.2028 3.7963 -4.5665
H -1.2162 4.3449 -2.7100
H -0.3799 4.2983 -1.1501
H -0.6582 2.7799 -2.0372
```

Question: What is the molecular weight in the second record?
Answer: 650.562 g/mol

Question: Among the records above, which one has the lowest molecular weight?
Answer: C28H47NO2P2Tb

Question: Which of these has the highest molecular weight?
Answer: C28H48BrClI2O7S